No. 1
{
  "formula": "C5H7NO",
  "method": "ωB97M-V/def2-TZVPD",
  "de_lowest_kcal_mol": 118.2,
  "lumo_energy_ev": [-0.878, -0.759],
  "charge": 0,
  "energy_ev": -8831.0774,
  "orbital_gap_ev": [7.70, 7.63],
  "molar_mass_g_mol": 97.12,
  "species": ["C", "C", "N", "C", "C", "C", "O", "H", "H", "H", "H", "H", "H", "H"],
  "coordinates": [[1.042592, 0.354920, -1.131140], [-1.338932, 0.746107, -0.504301], [-0.481384, 1.392328, 0.442389], [0.563249, 0.343617, 0.405375], [-0.112042, -1.003778, 0.759375], [-1.438618, -0.676070, 0.106726], [-2.477827, -1.289909, 0.091689], [1.959298, -0.214819, -1.063020], [1.264449, 1.384281, -1.458274], [0.462650, -0.103671, -1.970952], [-1.029124, 1.546247, 1.296083], [1.442115, 0.644707, 0.977990], [-0.183043, -1.272732, 1.822736], [0.326618, -1.851227, 0.225325]],
  "forces_ev_per_angstrom": [[0.50, -0.15, 0.59], [-1.30, 0.40, 0.65], [-0.66, -0.49, -0.82], [0.59, 0.02, -0.80], [0.16, 0.23, -0.33], [-0.49, -0.28, -0.71], [0.58, 0.29, 0.19], [0.48, -0.08, -0.44], [-0.05, -0.39, 0.38], [-0.17, 0.19, 1.18], [0.52, 0.04, 0.14], [-0.22, -0.15, 0.11], [0.01, 0.34, -0.26], [0.03, 0.05, 0.11]],
  "lowdin_charge": [-0.07, 0.11, -0.05, -0.35, -0.07, -0.44, 0.10, 0.07, 0.09, 0.09, 0.13, 0.14, 0.13, 0.12]
}

No. 2
{
  "formula": "C28H31OSi",
  "method": "ωB97M-V/def2-TZVPD",
  "de_lowest_kcal_mol": 28.4,
  "lumo_energy_ev": -5.271,
  "charge": 1,
  "energy_ev": -39457.9427,
  "orbital_gap_ev": 5.62,
  "molar_mass_g_mol": 411.64,
  "species": ["C", "Si", "C", "C", "O", "C", "C", "C", "C", "H", "H", "H", "H", "H", "H", "H", "H", "H", "H", "H", "H", "H", "H", "C", "C", "C", "C", "C", "C", "C", "C", "C", "C", "C", "C", "C", "C", "C", "C", "C", "C", "C", "C", "C", "H", "H", "H", "H", "H", "H", "H", "H", "H", "H", "H", "H", "H", "H", "H", "H", "H"],
  "coordinates": [[3.088060, -3.620478, 2.799706], [2.690673, -1.849202, 3.174419], [2.322564, -1.617900, 4.970091], [3.913429, -0.609444, 2.533746], [1.351743, -1.559045, 2.185254], [0.059692, -1.183608, 2.438731], [-0.287974, 0.123131, 2.226217], [-0.857510, -2.190966, 2.896073], [-0.579324, -3.513901, 2.865475], [3.984666, -3.941182, 3.342639], [2.242997, -4.257116, 3.089713], [3.252098, -3.738405, 1.722526], [3.245628, -1.825193, 5.532385], [2.001234, -0.588777, 5.176950], [1.534521, -2.308504, 5.298561], [4.874895, -0.702059, 3.050537], [4.065551, -0.760263, 1.459780], [3.528704, 0.405922, 2.682365], [-1.300764, 0.427223, 2.471730], [0.483047, 0.878986, 2.058503], [-1.805674, -1.784813, 3.271031], [-1.219505, -4.222479, 3.403939], [0.174378, -3.905635, 2.167683], [-4.427934, 4.329204, -3.603283], [-4.027087, 3.152498, -4.251010], [-3.019729, 2.350185, -3.709596], [-2.291882, 2.772147, -2.575179], [-1.233875, 1.957945, -1.970646], [-1.377132, 0.555038, -1.905124], [-0.438208, -0.351688, -1.416734], [-0.578443, -1.787974, -1.475104], [0.465062, -2.617648, -0.984411], [0.374067, -4.000021, -1.057447], [-0.779438, -4.602748, -1.580823], [-1.826009, -3.800211, -2.050737], [-1.733514, -2.414887, -2.005003], [-0.034549, 2.637206, -1.470523], [0.583120, 2.236948, -0.278566], [1.753864, 2.845708, 0.169854], [2.324513, 3.881029, -0.580028], [1.713290, 4.306489, -1.768006], [0.517320, 3.731153, -2.178667], [-2.638753, 4.015431, -2.003545], [-3.740024, 4.738862, -2.455327], [-5.251383, 4.930563, -3.995200], [-4.505766, 2.859269, -5.186769], [-2.755977, 1.401817, -4.178966], [-2.301899, 0.155891, -2.330143], [0.516599, 0.004049, -1.023304], [1.341803, -2.144400, -0.544390], [1.195412, -4.614393, -0.698197], [-0.889169, -5.686396, -1.569223], [-2.731046, -4.249107, -2.450265], [-2.548498, -1.791957, -2.370279], [0.085199, 1.475255, 0.312639], [2.204135, 2.506177, 1.102490], [3.240998, 4.355391, -0.229911], [2.165633, 5.090825, -2.371291], [0.001981, 4.105287, -3.061140], [-2.065104, 4.375990, -1.153855], [-4.050727, 5.634803, -1.920361]],
  "forces_ev_per_angstrom": [[0.25, -0.02, 0.02], [-0.51, -0.06, -0.38], [-0.12, 0.12, 0.09], [0.22, -0.09, 0.07], [-0.72, 0.00, -0.04], [1.02, 2.27, -1.10], [0.29, -1.35, 0.95], [-0.48, -1.33, 0.22], [-0.79, 0.65, -0.34], [-0.12, -0.12, -0.17], [0.25, 0.10, 0.02], [0.08, -0.08, 0.14], [-0.31, 0.08, -0.01], [0.09, -0.22, 0.08], [0.22, 0.15, 0.02], [-0.05, 0.12, -0.16], [0.08, 0.03, 0.12], [0.08, -0.12, 0.04], [0.14, 0.11, -0.18], [-0.33, -0.41, 0.05], [0.47, -0.42, 0.31], [0.15, 0.23, -0.54], [0.08, 0.23, 0.91], [0.43, -0.23, 0.17], [0.10, -0.10, 0.09], [-0.05, 0.06, 0.11], [-0.46, 0.30, -0.41], [0.36, -0.19, 0.10], [0.00, 0.00, -0.10], [-0.08, -0.07, -0.55], [-0.17, -0.41, 0.23], [-0.16, 0.38, -0.21], [-0.25, -0.04, -0.07], [0.07, 0.50, 0.27], [-0.07, 0.28, -0.02], [0.31, -0.02, 0.13], [0.04, 0.58, 0.14], [0.11, 0.07, 0.04], [-0.28, 0.07, -0.26], [-0.13, -0.28, -0.07], [-0.09, -0.12, 0.27], [-0.11, -0.25, 0.01], [-0.03, -0.16, 0.16], [0.10, -0.10, -0.20], [0.28, -0.25, 0.12], [0.08, 0.00, 0.36], [-0.09, 0.30, -0.03], [0.29, 0.19, 0.28], [-0.31, -0.09, -0.18], [-0.14, -0.13, -0.06], [-0.16, 0.10, -0.02], [0.11, 0.26, -0.14], [0.18, -0.01, 0.08], [0.11, -0.36, 0.06], [0.24, 0.22, -0.08], [-0.07, 0.19, -0.22], [-0.22, -0.11, -0.16], [-0.13, -0.10, 0.22], [0.22, -0.15, 0.06], [-0.17, -0.05, -0.05], [0.15, -0.16, -0.18]],
  "lowdin_charge": [-0.15, 0.40, -0.15, -0.15, -0.17, -0.42, 0.07, -0.12, 0.05, 0.04, 0.03, 0.03, 0.05, 0.04, 0.04, 0.04, 0.04, 0.03, 0.07, 0.05, 0.12, 0.07, 0.06, -0.04, -0.05, -0.01, -0.18, -0.04, 0.01, 0.07, -0.19, 0.00, -0.05, -0.03, -0.05, 0.00, -0.18, -0.04, -0.04, -0.04, -0.05, -0.01, -0.01, -0.05, 0.12, 0.11, 0.12, 0.11, 0.12, 0.12, 0.11, 0.12, 0.11, 0.11, 0.06, 0.11, 0.12, 0.12, 0.13, 0.13, 0.12]
}

No. 3
{
  "formula": "C9H16N",
  "method": "ωB97M-V/def2-TZVPD",
  "de_lowest_kcal_mol": 138.6,
  "lumo_energy_ev": [-4.639, -4.639],
  "charge": 1,
  "energy_ev": -11070.3745,
  "orbital_gap_ev": [8.18, 8.18],
  "molar_mass_g_mol": 138.23,
  "species": ["C", "C", "C", "C", "C", "C", "C", "C", "C", "N", "H", "H", "H", "H", "H", "H", "H", "H", "H", "H", "H", "H", "H", "H", "H", "H"],
  "coordinates": [[-2.170325, 1.368792, 1.224253], [-0.813233, -2.576470, 0.497122], [-2.222863, 0.473644, 0.268512], [-0.081903, -0.298697, 0.060139], [-2.920062, -0.171703, -0.839077], [2.892808, -0.239145, 1.137468], [0.730702, 1.356351, -1.524502], [2.362333, -0.137112, -0.247365], [1.077953, 0.682282, -0.188766], [-0.243151, -1.473776, 0.213690], [-3.192665, 1.753933, 1.430722], [-1.353393, 1.475513, 1.910473], [-1.049038, -3.167201, -0.409499], [-1.065982, -2.970588, 1.572377], [-3.946108, 0.288047, -0.628623], [-3.079267, -1.232358, -0.933228], [-2.677986, 0.422704, -1.740872], [3.642587, -0.925175, 1.235734], [2.161464, -0.525896, 1.824225], [3.261235, 0.748792, 1.599539], [-0.163523, 1.902839, -1.633117], [0.733654, 0.579328, -2.288614], [1.658777, 2.025415, -1.752075], [3.131199, 0.342465, -0.849555], [2.373097, -1.247399, -0.513714], [0.953695, 1.545421, 0.574765]],
  "forces_ev_per_angstrom": [[-1.96, -1.33, -0.66], [-0.20, -1.23, 0.17], [3.66, -0.92, -0.14], [-1.44, 4.21, 0.27], [-1.96, 3.34, 0.33], [0.42, 3.62, 1.39], [3.50, -0.10, -0.95], [1.20, -0.51, 0.63], [-2.47, -0.37, -0.34], [-0.98, -2.30, 1.42], [0.82, 0.23, 0.26], [0.22, 0.48, -0.03], [0.03, -0.05, 0.92], [0.84, 1.10, -2.20], [0.56, -0.87, -0.25], [0.55, -0.31, 0.17], [0.28, -1.04, 0.01], [2.21, -1.73, 0.12], [-1.55, -0.73, 1.09], [-0.35, -1.21, -0.98], [-1.03, 0.74, 0.45], [0.02, 0.06, -0.25], [-1.84, -0.93, 0.19], [-0.22, 0.08, -0.37], [-1.12, 1.59, -0.63], [0.80, -1.82, -0.64]],
  "lowdin_charge": [0.07, 0.07, -0.09, -0.02, -0.06, -0.12, -0.06, -0.23, -0.32, 0.05, 0.11, 0.08, 0.11, 0.15, 0.14, 0.08, 0.11, 0.05, 0.05, 0.12, 0.06, 0.09, 0.13, 0.12, 0.15, 0.18]
}